Version w
Density functional theory data (ωB97M-V with the def2-TZVPD basis set) for a cluster of 10 separate species, C35H95N5O10 in total.

The gap between HOMO and LUMO is 9.40 eV. The LUMO energy comes out at 0.0205 Eh. The SMILES is COC[C@H](C)N.COC[C@H](C)N.COC[C@H](C)N.COC[C@H](C)N.COC[C@H](C)N.CC(C)O.CC(C)O.CC(C)O.CC(C)O.CC(C)O. The HOMO energy comes out at -0.325 Eh.

```
! RIJCOSX wB97M-V def2-TZVPD def2/J DEFGRID3
* xyz 0 1
C 11.8042 22.7443 13.3918
O 11.4224 22.8113 14.7346
C 12.5600 23.0440 15.5801
C 11.9465 23.4330 16.9690
C 13.1194 24.0368 17.7664
N 11.3668 22.2524 17.4825
H 10.9081 22.4040 12.8242
H 12.5046 21.8978 13.1347
H 12.2366 23.7339 13.0405
H 13.2668 22.1725 15.5849
H 13.1607 23.8780 15.2534
H 11.2924 24.2166 16.7247
H 13.8214 23.2597 17.9886
H 12.7683 24.3780 18.7161
H 13.5491 24.8622 17.1650
H 10.9308 22.3280 18.3811
H 10.7141 21.9351 16.8056
C 7.9904 21.5626 14.7167
O 7.5777 21.1288 15.9978
C 7.6678 19.6914 16.1121
C 7.3624 19.1066 17.4688
C 8.3833 19.5515 18.5013
N 7.3902 17.6317 17.3663
H 7.3692 21.0609 13.9459
H 9.0558 21.3907 14.5311
H 7.8168 22.6517 14.7130
H 7.0841 19.2380 15.3402
H 8.7016 19.4471 15.8279
H 6.4114 19.5037 17.7786
H 8.1207 19.1944 19.5084
H 8.5419 20.7020 18.5014
H 9.3485 19.0771 18.3875
H 6.4933 17.3286 17.0564
H 7.5301 17.2007 18.2362
C 16.2858 15.5720 12.1739
O 15.4237 14.4578 11.9371
C 16.0630 13.2635 11.4001
C 15.0545 12.2506 10.9300
C 15.7958 10.9605 10.5827
N 14.2133 12.6775 9.7380
H 15.6553 16.2891 12.6712
H 16.8102 15.9505 11.2997
H 17.0778 15.2683 12.8279
H 16.5967 13.4793 10.4855
H 16.7317 12.7665 12.1004
H 14.3039 12.0584 11.7137
H 15.0813 10.2103 10.3032
H 16.3915 10.6275 11.4411
H 16.5424 11.1271 9.8223
H 14.7975 12.7851 8.8930
H 13.8680 13.6254 9.9827
C 12.5316 19.3623 12.0672
O 12.4013 18.2153 11.1966
C 13.4242 17.2573 11.2419
C 13.0246 15.9392 10.5863
C 12.6556 16.2723 9.1095
N 11.9644 15.2254 11.3135
H 13.0722 19.1422 12.9383
H 11.5112 19.7722 12.2300
H 13.1560 20.0975 11.5271
H 14.3042 17.7180 10.7928
H 13.6311 17.0665 12.3381
H 13.9704 15.3920 10.5590
H 12.3613 15.4083 8.5499
H 13.4894 16.8271 8.6605
H 11.8137 16.9825 9.1053
H 12.3460 14.4232 11.8385
H 11.2780 14.8339 10.6581
C 18.0523 9.0706 15.9686
O 18.0976 10.2270 16.8096
C 16.8295 10.8285 16.7397
C 16.9871 12.2984 17.2789
C 17.7080 13.1222 16.2420
N 17.7238 12.2561 18.5792
H 17.6407 9.3482 14.9994
H 17.4184 8.3113 16.3870
H 19.0602 8.6965 15.9599
H 16.4503 10.8700 15.6941
H 16.1571 10.2703 17.3635
H 15.9975 12.7717 17.4220
H 17.5100 14.1548 16.5201
H 17.3785 13.0082 15.2287
H 18.8044 12.8867 16.2541
H 18.1876 13.1642 18.8559
H 18.3585 11.4664 18.6068
C 12.1839 11.1655 17.7763
C 11.9429 11.6570 16.3295
C 12.9725 12.7568 15.9145
O 12.1734 10.5764 15.4464
H 12.2918 11.9726 18.4780
H 13.0533 10.5290 17.7842
H 11.3312 10.4951 17.9878
H 10.8679 12.0113 16.2444
H 12.7966 13.6941 16.4926
H 12.9158 12.9734 14.8193
H 13.9823 12.5931 16.2781
H 11.8714 10.7766 14.5702
C 14.1099 14.7042 18.7964
C 15.3292 15.5659 18.6444
C 15.0620 16.9233 19.3835
O 16.4870 15.0542 19.2546
H 14.3447 13.7287 18.3230
H 13.2560 15.0780 18.2389
H 13.8685 14.5008 19.8316
H 15.5481 15.6790 17.5322
H 15.2242 16.8243 20.5014
H 14.0691 17.3720 19.2512
H 15.8158 17.6847 19.0575
H 16.2338 14.2133 19.6597
C 8.7460 14.3720 14.6421
C 9.2087 15.8279 14.4559
C 8.0733 16.6857 13.9416
O 9.6722 16.3339 15.6996
H 8.5174 13.9577 13.6628
H 7.8646 14.3376 15.2911
H 9.4148 13.7295 15.2004
H 10.0534 15.7443 13.7531
H 8.4179 17.6823 13.7079
H 7.2026 16.6465 14.5435
H 7.7791 16.2760 12.9603
H 8.9850 16.8496 16.1746
C 10.6929 16.4393 20.1476
C 9.8091 15.4030 19.4016
C 10.6920 14.1674 19.1870
O 8.6263 15.0419 20.1083
H 10.9652 16.1296 21.2079
H 10.1702 17.3819 20.1859
H 11.6256 16.5365 19.6057
H 9.5907 15.8399 18.4199
H 11.3621 14.3922 18.3136
H 10.0759 13.3035 18.9539
H 11.2909 13.9644 20.1001
H 8.9159 14.7443 20.9713
C 13.2393 16.8960 15.1807
C 12.6273 17.8521 16.2398
C 11.7486 18.9836 15.5815
O 11.8158 17.0264 17.1337
H 14.1557 17.3749 14.7118
H 12.5017 16.8146 14.3960
H 13.6588 15.9830 15.5693
H 13.4191 18.3281 16.8801
H 12.4112 19.7295 15.1059
H 11.1215 19.5510 16.2640
H 11.1297 18.6368 14.7556
H 11.1895 16.4642 16.5802
*
```

***

Version x
Density functional theory data (ωB97M-V with the def2-TZVPD basis set) for a cluster of 10 separate species, C35H95N5O10 in total.

The gap between HOMO and LUMO is 9.31 eV. The LUMO energy comes out at 0.0159 Eh. The SMILES is COC[C@H](C)N.COC[C@H](C)N.COC[C@H](C)N.COC[C@H](C)N.COC[C@H](C)N.CC(C)O.CC(C)O.CC(C)O.CC(C)O.CC(C)O. The HOMO energy comes out at -0.326 Eh.

```
! RIJCOSX wB97M-V def2-TZVPD def2/J DEFGRID3
* xyz 0 1
C -3.4244 1.3736 -3.7767
O -4.5896 0.7594 -3.2373
C -4.2505 0.1382 -1.9991
C -5.5502 -0.3498 -1.3086
C -6.4771 0.7629 -0.7954
N -5.1222 -1.1324 -0.1728
H -3.7528 1.6784 -4.7704
H -2.6585 0.6191 -3.9561
H -3.1958 2.2616 -3.1874
H -3.6966 -0.7918 -2.1275
H -3.6263 0.7472 -1.3452
H -6.0313 -0.9537 -2.0780
H -7.0371 1.0725 -1.6778
H -5.9352 1.6110 -0.3769
H -7.2654 0.5195 -0.0830
H -4.5236 -1.9026 -0.4347
H -5.9884 -1.5987 0.0559
C 5.5300 -3.0600 -2.5516
O 5.5282 -2.1115 -1.4626
C 5.0630 -0.8005 -1.8640
C 5.3734 0.2097 -0.7022
C 4.6521 -0.2499 0.5409
N 4.9049 1.5796 -0.9681
H 5.8401 -4.0477 -2.2103
H 6.2290 -2.7822 -3.3404
H 4.5479 -3.2195 -2.9967
H 5.6180 -0.4635 -2.7395
H 4.0009 -0.8116 -2.1086
H 6.4604 0.1914 -0.6240
H 5.0686 -1.2273 0.7845
H 3.5759 -0.2747 0.3695
H 4.8745 0.4084 1.3807
H 3.8984 1.5285 -1.0351
H 4.9297 2.1152 -0.1121
C -2.6118 4.2015 2.2926
O -1.4475 3.9940 3.0932
C -1.4501 4.5908 4.3485
C -0.0126 4.7957 4.8975
C 0.6795 3.4526 5.0611
N 0.0129 5.5430 6.1359
H -2.7238 3.3189 1.6629
H -2.3925 5.1100 1.7317
H -3.5190 4.3391 2.8809
H -1.8375 5.6038 4.2387
H -2.0203 3.9824 5.0505
H 0.5262 5.3496 4.1288
H 1.5861 3.6657 5.6273
H 0.9014 3.0359 4.0787
H 0.1179 2.7849 5.7144
H -0.4198 6.4526 6.0617
H 0.9438 5.8151 6.4176
C -0.4214 -2.9041 4.5536
O -0.1358 -4.3337 4.4927
C 0.1311 -4.8990 5.8271
C 1.3781 -4.3325 6.5061
C 2.7231 -4.5738 5.7732
N 1.5940 -4.8939 7.8704
H -1.2246 -2.6191 5.2331
H -0.6742 -2.5932 3.5399
H 0.4834 -2.3524 4.8085
H -0.6975 -4.7721 6.5238
H 0.1822 -5.9856 5.7580
H 1.2420 -3.2605 6.6492
H 2.9100 -5.6437 5.6812
H 3.6031 -4.2062 6.3009
H 2.6132 -4.2704 4.7320
H 2.2260 -4.2939 8.3809
H 0.7375 -4.8572 8.4042
C -0.3749 0.1723 -1.7477
O 0.3450 -0.6140 -0.8384
C -0.2597 -0.6597 0.4422
C -0.2980 0.6884 1.3333
C 1.1154 1.3460 1.5114
N -0.9781 0.5108 2.6397
H 0.0976 0.1787 -2.7299
H -0.4666 1.2366 -1.5311
H -1.3292 -0.3289 -1.9097
H -1.2731 -1.0086 0.2431
H 0.2746 -1.4201 1.0117
H -0.8567 1.4321 0.7651
H 1.0805 2.3976 1.7959
H 1.6554 1.2264 0.5721
H 1.6459 0.8633 2.3322
H -0.8385 1.3260 3.2194
H -1.9779 0.4640 2.5047
C 1.1832 -3.3431 -7.1044
C 1.1888 -2.7499 -5.7213
C -0.1928 -2.8022 -4.9690
O 2.1020 -3.5320 -5.0309
H 0.6345 -4.2819 -7.0302
H 2.1057 -3.6239 -7.6127
H 0.5665 -2.7516 -7.7812
H 1.5553 -1.7251 -5.6623
H -0.4999 -3.8337 -4.7961
H -0.9631 -2.2954 -5.5503
H -0.1520 -2.2657 -4.0210
H 2.3288 -3.0580 -4.2275
C -5.7292 -0.4683 3.1028
C -4.7235 0.5455 2.6590
C -4.0251 1.1586 3.8690
O -3.7112 -0.1182 1.9229
H -6.4587 0.0299 3.7413
H -5.3378 -1.2878 3.7056
H -6.3481 -0.8138 2.2748
H -5.2569 1.3573 2.1645
H -3.3573 1.9717 3.5844
H -3.5470 0.4292 4.5229
H -4.8595 1.5983 4.4153
H -4.1298 -0.4484 1.1246
C 0.9493 4.4817 -1.4954
C -0.4829 4.0209 -1.9844
C -1.5481 5.1871 -1.9715
O -0.3851 3.3630 -3.3286
H 1.6691 3.6697 -1.3929
H 0.8952 4.9787 -0.5268
H 1.4321 5.1391 -2.2185
H -0.8769 3.3181 -1.2502
H -2.5516 4.7926 -2.1315
H -1.3130 5.9819 -2.6794
H -1.5487 5.7187 -1.0199
H 0.2144 3.8768 -3.8747
C 2.5356 -3.8733 -0.4335
C 1.6421 -3.7808 -1.7080
C 0.1209 -3.8332 -1.3985
O 1.8660 -2.5487 -2.2751
H 2.6463 -4.9095 -0.1141
H 2.2002 -3.3086 0.4365
H 3.5077 -3.4257 -0.6407
H 1.9169 -4.5496 -2.4302
H -0.1761 -2.9079 -0.9048
H -0.0939 -4.7218 -0.8049
H -0.4945 -3.9901 -2.2844
H 1.6441 -1.8912 -1.6117
C 1.2926 1.5954 -5.5706
C 2.6300 1.7708 -4.8743
C 3.4812 0.5867 -4.7379
O 3.3918 2.5981 -5.6300
H 1.3187 1.4333 -6.6482
H 0.6737 2.4888 -5.4884
H 0.6695 0.8010 -5.1600
H 2.4075 2.1740 -3.8864
H 3.7843 0.2639 -5.7339
H 2.8975 -0.1887 -4.2417
H 4.3798 0.8901 -4.2007
H 3.3971 2.2524 -6.5256
*
```

***

Name the least stable of them. version x.

***

Version w
Density functional theory data (ωB97M-V with the def2-TZVPD basis set) for a structure of composition C27H33GeN2O3PdS3.

The gap between HOMO and LUMO (alpha / beta) is 7.61 / 5.77 eV. The LUMO energy (alpha / beta) comes out at -0.1224 / -0.1913 Eh. The HOMO energy (alpha / beta) comes out at -0.402 / -0.403 Eh.

```
! RIJCOSX wB97M-V def2-TZVPD def2/J DEFGRID3
* xyz 1 3
Pd -0.7300 0.2430 0.3510
O 0.6487 0.5211 2.0728
N 0.4005 1.7311 2.5795
N 0.2602 2.6392 1.7080
O 0.3245 2.3823 0.4508
C 0.0786 3.9632 2.1494
C -0.0705 4.9786 1.2084
C -0.1910 6.2850 1.6458
C -0.1724 6.5691 3.0020
C -0.0346 5.5501 3.9333
C 0.0914 4.2416 3.5144
H -0.0867 4.7331 0.1573
H -0.2876 7.0836 0.9277
H -0.2573 7.5886 3.3365
H -0.0128 5.7759 4.9874
H 0.1987 3.4336 4.2183
C 5.2186 4.1401 1.7993
C 5.2523 3.4548 0.4378
C 4.6887 2.0309 0.4656
C 3.2177 2.0370 0.8515
Ge 2.2259 0.2689 0.7055
C 2.6897 -1.4667 1.6415
C 4.1623 -1.7204 1.9556
C 4.9628 -2.3165 0.7993
C 5.0357 -1.4161 -0.4230
H 5.7954 5.0600 1.7631
H 5.6575 3.4962 2.5584
H 4.2027 4.3925 2.0976
H 6.2868 3.3959 0.0960
H 4.6931 4.0486 -0.2890
H 5.2621 1.4286 1.1733
H 4.8007 1.5975 -0.5302
H 2.6848 2.7368 0.2044
H 3.0988 2.3528 1.8914
H 1.3602 0.0691 -0.6658
H 2.2757 -2.2842 1.0457
H 2.1260 -1.4156 2.5769
H 4.2035 -2.4240 2.7910
H 4.6283 -0.7901 2.2877
H 4.5292 -3.2795 0.5243
H 5.9780 -2.5008 1.1558
H 4.0363 -1.1435 -0.7759
H 5.5515 -1.9242 -1.2322
H 5.5903 -0.5115 -0.1932
O -1.8536 -0.6391 -0.9690
C -3.1892 -0.5324 -0.6436
C -3.9888 -0.6734 -1.9136
C -4.5894 0.3175 -2.6323
C -5.1535 -0.1495 -3.8372
C -4.9561 -1.4821 -4.0238
S -4.0677 -2.1917 -2.7413
C -3.4753 0.8082 0.0391
C -2.7134 1.9603 -0.0302
C -3.2381 2.9932 0.7920
C -4.3701 2.6195 1.4414
S -4.8282 1.0006 1.0943
C -3.5036 -1.5768 0.4156
C -2.8716 -1.6128 1.6315
C -3.3659 -2.6303 2.4726
C -4.3628 -3.3395 1.8817
S -4.7195 -2.7859 0.2960
H -4.6479 1.3409 -2.3103
H -5.6730 0.4801 -4.5354
H -5.2696 -2.0945 -4.8460
H -1.9447 2.1292 -0.7871
H -2.7947 3.9675 0.8864
H -4.9798 3.2085 2.0961
H -2.0825 -0.8992 1.9295
H -3.0111 -2.8151 3.4701
H -4.9169 -4.1604 2.2919
*
```

***

Version x
Density functional theory data (ωB97M-V with the def2-TZVPD basis set) for a structure of composition C27H33GeN2O3PdS3.

The gap between HOMO and LUMO (alpha / beta) is 7.59 / 5.65 eV. The LUMO energy (alpha / beta) comes out at -0.1333 / -0.2085 Eh. The HOMO energy (alpha / beta) comes out at -0.412 / -0.416 Eh.

```
! RIJCOSX wB97M-V def2-TZVPD def2/J DEFGRID3
* xyz 1 3
Pd 0.9337 0.0363 -2.2352
O 2.6842 0.3374 -3.6280
N 3.7267 0.7844 -3.1884
N 3.5799 1.3071 -1.9110
O 2.4680 1.3144 -1.3464
C 4.7374 1.8358 -1.2774
C 4.6222 2.2196 0.0542
C 5.7350 2.7275 0.6962
C 6.9406 2.8484 0.0142
C 7.0357 2.4598 -1.3165
C 5.9351 1.9492 -1.9794
H 3.6765 2.1123 0.5664
H 5.6631 3.0290 1.7318
H 7.8086 3.2469 0.5213
H 7.9736 2.5574 -1.8449
H 6.0031 1.6520 -3.0143
C -1.6513 -3.9260 3.9023
C -2.7800 -3.0109 3.4441
C -2.2980 -1.6425 2.9651
C -1.3978 -1.7236 1.7283
Ge -0.9930 0.0181 0.9616
C 0.8104 0.6283 1.3658
C 1.2331 0.5379 2.8407
C 0.8553 1.7565 3.6792
C -0.6414 2.0295 3.7523
H -2.0407 -4.8625 4.3009
H -1.0600 -3.4520 4.6894
H -0.9760 -4.1786 3.0833
H -3.4857 -2.8648 4.2653
H -3.3412 -3.4900 2.6352
H -1.7636 -1.1479 3.7836
H -3.1658 -1.0144 2.7425
H -1.8758 -2.3295 0.9530
H -0.4478 -2.2087 1.9665
H -2.1185 1.0474 1.1024
H 0.9576 1.6428 0.9820
H 1.4465 -0.0280 0.7618
H 2.3178 0.4116 2.8854
H 0.8128 -0.3639 3.3000
H 1.3663 2.6372 3.2762
H 1.2470 1.6137 4.6886
H -1.0468 2.3505 2.7914
H -0.8629 2.8199 4.4692
H -1.1910 1.1392 4.0710
O -0.7961 -0.2034 -0.8772
C -1.8496 -0.3006 -1.8547
C -2.9284 -1.2602 -1.4112
C -3.0339 -2.5944 -1.6864
C -4.0926 -3.2229 -0.9817
C -4.7722 -2.3505 -0.1873
S -4.1597 -0.7647 -0.3121
C -1.1026 -0.8388 -3.0736
C -0.1796 -1.8798 -3.0611
C 0.2459 -2.2406 -4.3755
C -0.3542 -1.4873 -5.3319
S -1.4335 -0.3284 -4.6823
C -2.3872 1.0907 -2.1283
C -1.7472 2.2702 -1.8787
C -2.4705 3.3988 -2.3452
C -3.6363 3.0471 -2.9530
S -3.8737 1.3582 -2.9475
H -2.3808 -3.1155 -2.3707
H -4.3421 -4.2696 -1.0707
H -5.6254 -2.5515 0.4407
H 0.0477 -2.4516 -2.1704
H 0.9589 -3.0238 -4.5845
H -0.2023 -1.5365 -6.3984
H -0.7942 2.3335 -1.3717
H -2.1428 4.4209 -2.2283
H -4.3808 3.6940 -3.3880
*
```

***

Name the least stable of them. version w.

***

Version w
Density functional theory data (ωB97M-V with the def2-TZVPD basis set) for the ion C4H6N2 with charge +2.

The gap between HOMO and LUMO is 10.96 eV. The LUMO energy comes out at -0.4056 Eh. The HOMO energy comes out at -0.808 Eh.

```
! RIJCOSX wB97M-V def2-TZVPD def2/J DEFGRID3
* xyz 2 1
C -1.4118 0.0902 0.0103
C -2.3334 -0.7450 0.0433
C 0.7576 1.1061 -0.0788
C 2.2293 -0.8204 0.0299
N -0.6019 1.0908 -0.0153
N 1.4830 0.1225 0.1648
H -2.8008 -1.1761 -0.7797
H -2.5881 -1.3571 0.8661
H 1.0789 2.0565 -0.3958
H 2.8864 -1.1058 0.8595
H 2.2629 -1.1998 -0.9995
H -0.9620 1.9382 0.2950
*
```

***

Version x
Density functional theory data (ωB97M-V with the def2-TZVPD basis set) for the ion C4H6N2 with charge +2.

The gap between HOMO and LUMO is 9.44 eV. The LUMO energy comes out at -0.4297 Eh. The HOMO energy comes out at -0.776 Eh.

```
! RIJCOSX wB97M-V def2-TZVPD def2/J DEFGRID3
* xyz 2 1
C -0.5566 -0.1576 -1.9572
C 0.3453 -0.0747 0.8978
C -0.8676 0.4099 0.3053
C 1.4538 -0.3033 1.4457
N -0.6580 0.7523 -1.0869
N -0.3626 -1.1052 -2.5812
H -0.2241 -1.7232 -3.3226
H -1.8296 -0.0498 0.3568
H -1.1994 1.4051 0.7065
H 2.1466 0.5640 1.6786
H 2.0127 -1.2421 1.5287
H -0.2707 1.7229 -1.4941
*
```

***

Name the least stable of them. version x.